<i>
DFT (the ωB97M-V functional and the def2-TZVPD basis) results for a 2-piece molecular cluster, C4H8BrI overall.

Geometry (Å):
C  -0.53  1.75  0.06
C  1.70  -1.43  -0.73
C  -1.14  0.89  1.02
C  -1.65  -0.29  0.87
Br  3.60  -1.69  -1.17
I  -1.92  -1.29  -1.05
H  -0.91  1.43  -0.95
H  0.56  1.66  0.13
H  -0.95  2.77  0.24
H  1.40  -0.82  -1.65
H  1.26  -2.45  -0.62
H  1.61  -0.89  0.09
H  -0.91  1.17  2.03
H  -2.13  -0.81  1.75

SMILES	C/C=C\I.CBr
gap between HOMO and LUMO	9.68	eV
LUMO level	0.35	eV

<ii>
DFT (the ωB97M-V functional and the def2-TZVPD basis) results for C4H8BrI in the gas phase.

Geometry (Å):
C  0.33  -0.46  1.52
C  -0.05  -0.73  -1.58
C  0.27  0.80  0.66
C  -0.58  0.69  -0.58
Br  2.09  1.34  0.06
I  -2.64  0.38  -0.04
H  -0.18  -1.30  1.05
H  -0.14  -0.29  2.48
H  1.36  -0.77  1.71
H  0.90  -0.43  -2.02
H  0.04  -1.59  -0.95
H  -0.81  -0.85  -2.34
H  -0.06  1.65  1.26
H  -0.53  1.56  -1.22

SMILES	C[C@@H](Br)[C@@H](C)I
gap between HOMO and LUMO	9.91	eV
LUMO level	0.36	eV

The least stable of them is <i>.

<i>
DFT (the ωB97M-V functional and the def2-TZVPD basis) results for a 2-piece molecular cluster, C4H10N2O2 overall.

Geometry (Å):
C  0.23  -0.90  -0.20
C  0.86  0.24  -0.81
C  2.55  0.25  -0.45
C  -1.67  0.96  0.70
N  -1.20  0.48  -0.56
N  0.46  -1.21  1.10
O  1.51  1.13  0.00
O  -2.08  -0.49  -1.14
H  -3.00  -0.42  -1.44
H  0.00  -1.74  -0.84
H  0.70  0.42  -1.87
H  -0.01  -2.00  1.50
H  0.79  -0.46  1.70
H  3.20  0.70  -1.19
H  3.00  -0.31  0.36
H  -1.80  0.17  1.46
H  -0.92  1.67  1.08
H  -2.61  1.51  0.61

gap between HOMO and LUMO	8.41	eV
LUMO level	0.89	eV

<ii>
DFT (the ωB97M-V functional and the def2-TZVPD basis) results for a 3-piece molecular cluster, C4H10N2O2 overall.

Geometry (Å):
C  1.47  0.45  0.14
O  2.73  -0.18  0.26
C  0.21  -0.12  0.70
C  -0.98  -0.56  -0.33
C  -2.17  0.14  -0.14
N  -3.31  -0.20  -0.97
O  -2.40  1.17  0.59
N  0.74  -1.19  1.59
H  1.75  1.49  0.49
H  1.39  0.58  -1.01
H  0.33  -2.13  1.25
H  -0.26  0.64  1.35
H  -1.13  -1.30  -1.18
H  3.42  1.56  -1.11
H  -3.58  -1.20  -1.05
H  -4.11  0.34  -0.61
H  1.73  -1.26  1.63
H  4.16  1.77  -1.59

gap between HOMO and LUMO	4.24	eV
LUMO level	-4.20	eV

<iii>
DFT (the ωB97M-V functional and the def2-TZVPD basis) results for a 2-piece molecular cluster, C4H10N2O2 overall.

Geometry (Å):
C  1.92  -0.37  0.69
C  -0.60  0.15  -1.37
C  0.49  -0.34  1.11
C  -0.41  -0.51  -0.18
N  -1.17  2.86  0.12
N  -1.37  -1.63  0.02
O  -2.28  -1.63  -0.76
O  -1.20  -2.53  0.90
H  2.58  -0.63  1.47
H  2.34  0.71  0.36
H  2.09  -1.07  -0.14
H  -0.13  1.12  -1.37
H  -0.74  2.93  -0.84
H  -1.32  -0.12  -2.08
H  0.23  -1.12  1.77
H  0.14  0.59  1.58
H  -1.86  3.68  0.18
H  -1.49  1.90  0.31

SMILES	C=C(CC)[N+](=O)[O-].N
gap between HOMO and LUMO	9.49	eV
LUMO level	-0.61	eV

The least stable of them is <ii>.

<i>
DFT (the ωB97M-V functional and the def2-TZVPD basis) results for C15H24N2O4S as an isolated structure.

Geometry (Å):
C  3.05  3.43  1.45
C  2.24  2.46  2.37
H  1.38  2.87  2.96
H  2.99  1.97  2.94
O  1.71  1.74  1.41
C  0.90  0.72  1.89
O  0.69  0.68  3.07
C  0.19  -0.22  0.79
C  -0.12  0.45  -0.52
C  -0.38  1.73  -0.55
S  -0.79  1.92  -2.39
C  -0.45  0.38  -2.78
N  -0.06  -0.14  -1.52
N  -0.53  -0.22  -3.88
H  -0.49  0.64  -4.67
H  0.16  -1.07  -4.03
H  -0.34  2.54  0.24
C  1.55  -1.31  0.66
H  2.17  -0.73  0.39
H  1.70  -1.87  1.60
C  1.21  -2.28  -0.48
C  1.66  -2.03  -1.91
O  2.44  -1.23  -2.10
O  1.02  -2.67  -2.84
H  -0.06  -2.96  -2.62
H  0.17  -2.77  -0.32
H  2.06  -3.05  -0.14
C  -1.11  -1.11  1.38
C  -2.04  -0.16  1.60
H  -2.38  0.34  0.74
H  -1.98  0.66  2.27
C  -3.46  -0.68  2.13
C  -3.20  -1.46  3.57
H  -4.03  -1.62  4.03
H  -2.47  -2.25  3.47
H  -2.82  -0.86  4.18
C  -4.09  -1.71  1.19
H  -3.96  -1.63  0.29
H  -3.33  -2.74  1.12
H  -4.92  -2.34  1.44
H  -4.07  -0.09  2.45
H  -1.10  -2.04  0.64
H  -0.59  -1.46  2.31
H  3.89  3.09  0.77
H  2.28  4.04  0.61
H  3.48  4.26  2.18

gap between HOMO and LUMO	8.02	eV
LUMO level	0.08	eV

<ii>
DFT (the ωB97M-V functional and the def2-TZVPD basis) results for C15H24N2O4S in the gas phase.

Geometry (Å):
C  -6.40  -1.35  0.28
H  -7.42  -1.00  0.43
O  -5.63  -0.19  0.10
C  -4.29  -0.32  -0.13
C  -3.63  -1.54  -0.18
C  -2.27  -1.58  -0.41
C  -1.57  -0.41  -0.61
C  -2.21  0.83  -0.57
C  -3.58  0.88  -0.32
C  -4.30  2.19  -0.24
H  -3.78  2.86  0.44
H  -4.34  2.66  -1.22
H  -5.31  2.03  0.11
C  -1.43  2.09  -0.79
H  -1.15  2.53  0.17
H  -0.52  1.87  -1.34
H  -2.01  2.82  -1.35
S  0.19  -0.55  -0.85
O  0.62  0.14  -2.04
O  0.54  -1.95  -0.73
N  0.79  0.32  0.45
H  1.56  0.89  0.12
C  1.23  -0.45  1.60
H  1.08  -1.51  1.38
C  2.70  -0.16  1.92
N  3.45  0.00  0.70
C  4.72  0.69  0.86
C  5.30  0.97  -0.52
O  5.51  -0.23  -1.24
C  4.30  -0.94  -1.37
C  3.68  -1.25  -0.01
H  2.74  -1.77  -0.17
H  4.36  -1.91  0.56
H  4.55  -1.86  -1.91
H  3.58  -0.36  -1.96
H  6.28  1.46  -0.44
H  4.61  1.62  -1.08
H  4.54  1.64  1.38
H  5.44  0.10  1.45
H  2.76  0.79  2.47
H  3.10  -0.95  2.57
H  0.60  -0.19  2.47
H  -1.73  -2.51  -0.45
H  -4.17  -2.47  -0.04
H  -6.38  -2.00  -0.60
H  -6.08  -1.92  1.16

SMILES	COc1ccc(S(=O)(=O)NCCN2CCOCC2)c(C)c1C
gap between HOMO and LUMO	9.48	eV
LUMO level	0.73	eV

The least stable of them is <i>.

<i>
DFT (the ωB97M-V functional and the def2-TZVPD basis) results for C6H11N in the gas phase.

Geometry (Å):
C  2.15  0.11  0.25
C  0.88  -0.69  -0.05
C  -0.49  0.05  0.07
C  -1.65  -0.92  0.37
C  -0.87  0.85  -1.20
C  -0.34  0.99  1.20
N  -0.12  1.70  2.08
H  2.26  0.99  -0.40
H  3.02  -0.53  0.09
H  2.17  0.46  1.28
H  0.86  -1.54  0.64
H  0.95  -1.12  -1.06
H  -1.50  -1.47  1.30
H  -2.59  -0.36  0.46
H  -1.77  -1.64  -0.45
H  -1.85  1.32  -1.07
H  -0.14  1.63  -1.45
H  -0.95  0.16  -2.05

SMILES	CCC(C)(C)C#N
gap between HOMO and LUMO	12.13	eV
LUMO level	0.79	eV

<ii>
DFT (the ωB97M-V functional and the def2-TZVPD basis) results for C6H11N in the gas phase.

Geometry (Å):
C  0.39  0.08  0.01
C  -0.83  0.02  -0.92
C  -1.64  -0.74  0.23
C  -0.45  -0.56  1.16
C  1.52  -0.82  -0.46
C  0.89  1.50  0.28
N  -1.94  0.61  -0.26
H  -2.77  0.67  -0.84
H  -0.79  -0.11  -1.99
H  -2.16  -1.66  -0.02
H  -0.03  -1.50  1.52
H  -0.64  0.10  2.00
H  1.34  1.92  -0.62
H  1.15  -1.83  -0.67
H  1.97  -0.43  -1.37
H  2.29  -0.88  0.30
H  1.63  1.50  1.07
H  0.05  2.13  0.57

SMILES	CC1(C)C[C@H]2N[C@H]21
gap between HOMO and LUMO	9.32	eV
LUMO level	1.03	eV

<iii>
DFT (the ωB97M-V functional and the def2-TZVPD basis) results for C6H11N in the gas phase.

Geometry (Å):
C  -2.15  0.15  -0.95
C  -1.39  -0.83  -0.45
C  0.13  -0.91  -0.58
C  0.94  -0.32  0.65
C  2.30  0.25  0.25
C  -0.14  0.63  1.07
N  -0.35  1.77  0.56
H  -1.39  1.84  0.51
H  -1.72  0.92  -1.59
H  -3.21  0.22  -0.75
H  -0.97  0.02  1.44
H  -1.87  -1.59  0.17
H  0.42  -1.95  -0.76
H  0.41  -0.31  -1.45
H  1.07  -1.09  1.41
H  2.94  -0.53  -0.18
H  2.18  1.06  -0.47
H  2.82  0.66  1.12

SMILES	[H]/N=C/[C@H](C)CC=C
gap between HOMO and LUMO	10.36	eV
LUMO level	1.10	eV

The least stable of them is <iii>.